(1)
Here is a molecular structure, C32H40N8PSeTa from the OMol25 dataset. Energies are from ωB97M-V/def2-TZVPD.

Summary:
LUMO energy	-7.4	eV
orbital gap	6.847	eV
spin multiplicity	1
relative energy (zero: lowest compared OMol25 entry of this formula, charge and spin)	0.0	kcal per mole
E_HOMO	-14.249	eV
total charge	+2

XYZ file:
```
83
Properties=species:S:1:pos:R:3:lowdin_charge:R:1
Ta 1.675 -0.469 -0.008 1.7311
Se 4.194 -4.584 0.109 0.9213
P -1.563 -1.537 0.007 0.6346
N -0.084 -0.803 0.131 -0.3293
N -1.729 -2.455 1.336 -0.1977
N -1.637 -2.568 -1.246 -0.1891
N -2.635 -0.345 -0.254 -0.1942
N 2.173 0.808 1.483 -0.1500
N 7.225 8.099 0.117 0.1979
N 2.129 0.850 -1.500 -0.1480
N 2.700 -2.106 -0.018 -0.2096
C -1.122 -2.139 2.638 -0.1920
C -5.072 0.164 -0.202 -0.1742
C -3.960 -0.637 -0.857 -0.1816
C -1.140 -4.672 -2.425 -0.1637
C -3.968 -2.637 2.407 -0.1652
C 6.574 7.154 0.092 -0.1581
C 1.929 0.751 2.822 -0.0925
C 2.754 1.698 -3.502 -0.0107
C 2.978 1.965 -1.262 -0.2226
C -2.309 1.095 -0.203 -0.1999
C -0.291 -2.468 -3.299 -0.1882
C -2.948 -3.290 1.487 -0.1830
C 3.709 4.880 -0.565 -0.0110
C 5.752 5.969 0.066 -0.1990
C 4.174 3.701 0.015 -0.2032
C -0.314 -3.985 -3.518 -0.1714
C -3.351 -2.283 3.755 -0.1817
C -4.757 1.652 -0.197 -0.1884
C 5.426 3.658 0.625 -0.0070
C 3.366 2.461 -2.513 0.0418
C -1.045 -3.928 -1.106 -0.1787
C 3.327 -3.147 0.036 -0.9123
C 2.493 1.827 3.475 -0.0096
C 6.222 4.791 0.639 0.0109
C 4.495 6.019 -0.530 0.0105
C 2.011 0.733 -2.853 -0.0928
C -2.097 -1.435 3.567 -0.1751
C -1.566 -2.000 -2.617 -0.1821
C 3.324 2.481 0.000 -0.0172
C 2.935 1.986 1.257 -0.2225
C 3.123 2.598 2.502 0.0450
C -3.413 1.889 0.474 -0.1788
H -1.605 -0.912 -2.549 0.1048
H 3.630 3.537 2.653 0.1364
H -1.574 -4.462 -0.320 0.1014
H -4.076 -1.768 4.384 0.1206
H -2.190 -4.734 -2.718 0.1234
H -2.167 1.449 -1.234 0.1262
H -4.157 -1.706 -0.784 0.1103
H -0.151 -1.933 -4.240 0.1184
H -3.465 1.593 1.527 0.1153
H -0.808 -5.698 -2.269 0.1243
H -1.370 1.229 0.327 0.0855
H -4.354 -1.732 1.930 0.0906
H -4.814 -3.315 2.532 0.1276
H 1.410 -0.053 -3.285 0.1063
H 0.706 -4.374 -3.531 0.1153
H -0.219 -1.553 2.476 0.0630
H 2.841 1.819 -4.569 0.1243
H 4.140 6.946 -0.959 0.1340
H 2.728 4.917 -1.020 0.1323
H 7.201 4.768 1.096 0.1344
H -6.000 -0.041 -0.739 0.1266
H 0.004 -3.849 -0.792 0.1141
H 2.439 2.023 4.533 0.1242
H -2.620 -4.249 1.901 0.1329
H -0.738 -4.211 -4.496 0.1196
H 5.788 2.741 1.070 0.1327
H -3.141 2.946 0.452 0.1209
H -3.081 -3.204 4.283 0.1235
H -3.908 -0.391 -1.925 0.1239
H -2.362 -0.458 3.147 0.1106
H -5.219 -0.183 0.824 0.1021
H -3.367 -3.496 0.502 0.1060
H 1.359 -0.063 3.245 0.1125
H -4.726 2.028 -1.226 0.1221
H -1.609 -1.250 4.526 0.1197
H -0.808 -3.092 3.076 0.1346
H 4.027 3.299 -2.663 0.1342
H 0.561 -2.202 -2.655 0.0796
H -5.545 2.207 0.311 0.1209
H -2.445 -2.311 -3.185 0.1321
```

***

(2)
Here is a molecular structure, C32H41AuN4P from the OMol25 dataset. Energies are from ωB97M-V/def2-TZVPD.

Summary:
LUMO energy	-10.5	eV
orbital gap	7.008	eV
spin multiplicity	1
E_HOMO	-17.487	eV
total charge	+3

XYZ file:
```
79
Properties=species:S:1:pos:R:3:lowdin_charge:R:1
Au -0.655 0.009 0.266 1.1886
P 1.725 -0.172 -0.180 1.1327
N -0.774 -0.266 2.322 -0.0385
N -2.532 -1.443 0.448 -0.2206
N -1.214 -0.119 -1.719 -0.0455
N -2.536 1.323 0.482 0.0010
C -0.950 0.775 -2.678 -0.0722
C -0.627 0.421 4.604 0.0089
C -2.730 -1.220 -3.182 0.0347
C 2.468 1.813 1.639 -0.0784
C 1.400 -2.880 0.291 -0.0770
C -2.433 -0.312 -4.192 0.0267
C 2.037 1.048 -1.466 -0.3809
C 2.823 0.372 1.235 -0.6332
C -2.119 -1.113 -1.951 -0.2397
C 3.522 -2.280 -0.855 -0.0528
C -4.794 2.894 0.668 0.0069
C 1.333 -2.167 -2.091 -0.0606
C -0.364 0.599 3.262 -0.1028
C 2.872 0.797 -2.557 -0.0656
C -1.360 -0.685 5.000 0.0274
C 1.535 2.344 -1.282 -0.1620
C -4.891 1.514 0.677 0.0199
C 4.278 0.421 0.723 -0.0463
C -2.436 2.664 0.470 -0.1046
C 2.728 -0.598 2.417 -0.0643
C -3.732 0.755 0.584 -0.2355
C -1.553 -1.321 2.691 -0.2162
C -3.819 -0.759 0.627 -0.0732
C 2.026 -1.932 -0.740 -0.6472
C -2.117 -2.228 1.621 -0.1035
C -1.838 -1.547 4.022 0.0330
C 1.860 3.360 -2.163 -0.0395
C -2.391 -2.113 -0.852 -0.1030
C 3.193 1.818 -3.440 -0.0204
C -3.537 3.483 0.564 -0.0119
C -1.534 0.705 -3.929 0.0144
C 2.693 3.097 -3.245 -0.0163
H 0.254 -2.031 -2.028 0.0492
H 4.085 -1.614 -1.506 0.0827
H 3.849 1.613 -4.276 0.1296
H 1.851 -2.806 1.278 0.0762
H -3.439 -2.020 -3.347 0.1409
H 3.278 -0.169 3.256 0.1091
H -4.250 -1.046 1.589 0.1473
H -1.544 -2.802 -0.792 0.1224
H 0.881 2.563 -0.444 0.0799
H -2.453 -2.397 4.288 0.1408
H -1.577 -0.864 6.045 0.1414
H -0.261 1.147 5.315 0.1370
H -3.270 -2.709 -1.107 0.1472
H -5.854 1.025 0.758 0.1388
H 3.582 -3.282 -1.283 0.1115
H 0.327 -2.706 0.383 0.0247
H -1.279 1.448 -4.671 0.1352
H 0.195 1.456 2.930 0.0945
H 1.513 -3.206 -2.374 0.1121
H 4.010 -2.319 0.117 0.0806
H -4.528 -1.093 -0.134 0.1477
H -1.355 -2.947 1.317 0.1183
H -0.247 1.557 -2.439 0.0934
H 4.887 0.772 1.559 0.1171
H 1.541 -3.903 -0.060 0.1155
H -3.418 4.557 0.555 0.1291
H 2.955 3.891 -3.932 0.1297
H 2.863 2.534 0.926 0.0888
H 1.707 -0.783 2.748 0.0569
H -2.943 -2.808 2.038 0.1464
H 1.474 4.359 -2.004 0.1260
H -2.906 -0.397 -5.162 0.1407
H 1.707 -1.541 -2.896 0.0804
H 4.397 1.133 -0.093 0.0934
H 3.304 -0.179 -2.721 0.0953
H -1.438 3.077 0.381 0.1061
H 2.947 2.017 2.598 0.1129
H 4.678 -0.541 0.418 0.0658
H 3.197 -1.555 2.191 0.0800
H -5.683 3.505 0.742 0.1361
H 1.403 2.006 1.745 0.0367
```

***

(3)
Here is a molecular structure, C32H41BrN10S2Sm from the OMol25 dataset. Energies are from ωB97M-V/def2-TZVPD.

Summary:
expectation value of S²	8.7588
LUMO energy (spin up / spin down)	-8.7 / -8.6	eV
orbital gap (spin up / spin down)	6.968 / 7.069	eV
spin multiplicity	6
E_HOMO (spin up / spin down)	-15.670 / -15.670	eV
total charge	+3

XYZ file:
```
87
Properties=species:S:1:pos:R:3:lowdin_charge:R:1
Sm -0.002 0.220 -0.116 1.8120
Br 0.606 7.703 -1.169 0.8570
S -1.748 -4.116 1.730 1.1979
S -3.178 -1.311 -3.758 1.1898
N -2.365 3.774 1.863 -0.0570
N -1.157 1.760 1.434 -0.0921
N 3.286 1.305 3.153 -0.0546
N -1.694 -0.664 -1.812 -0.0651
N 3.799 0.129 1.366 -0.0910
N 1.129 1.699 -1.838 -0.0230
N 1.514 0.363 1.771 -0.0978
N -0.809 -2.103 0.504 -0.0599
N 1.280 -1.035 -2.005 -0.0140
N -3.349 2.172 0.693 -0.0766
C 2.116 3.962 -2.033 -0.0036
C 1.064 3.123 -1.685 -0.2722
C 4.755 1.205 3.173 -0.0795
C 2.542 -0.831 -4.033 0.0321
C -4.403 3.185 0.846 -0.0723
C -2.107 -0.242 -2.991 -0.6261
C -3.731 0.791 0.474 -0.0202
C -0.106 3.648 -1.152 -0.0529
C -1.704 1.045 -3.633 -0.0451
C 3.625 -0.532 0.105 -0.0301
C 2.650 1.869 4.338 -0.0063
C -2.222 2.544 1.355 -0.3918
C 0.788 5.857 -1.376 -0.6839
C 1.968 -2.991 -3.197 0.0047
C 1.880 -0.285 -2.952 -0.2731
C 2.589 -2.218 -4.158 0.0085
C -1.929 -2.528 -0.207 -0.3474
C 1.787 1.178 -2.797 -0.0665
C 2.780 0.607 2.114 -0.3336
C 0.557 -2.790 2.496 -0.0597
C -0.595 -2.890 1.550 -0.6194
C -2.571 -3.589 0.339 -0.2918
C -1.305 4.666 2.307 -0.0123
C 1.976 5.332 -1.877 -0.0804
C -2.265 -1.885 -1.487 -0.3511
C 5.084 0.681 1.781 -0.0799
C -0.256 5.018 -1.009 -0.1113
C 0.453 0.558 2.776 -0.2633
C -3.082 -2.391 -2.445 -0.2895
C -0.277 1.886 2.610 -0.2298
C 1.324 -2.358 -2.138 -0.1034
C -3.715 4.305 1.637 -0.0680
H -3.618 -3.326 -2.448 0.0997
H -5.241 2.753 1.394 0.1314
H 2.284 1.792 -3.548 0.1502
H -1.582 5.681 2.029 0.1036
H -0.371 4.431 1.800 0.0773
H 0.826 -2.938 -1.370 0.1111
H 1.975 -4.071 -3.251 0.1297
H 4.533 -1.080 -0.140 0.1141
H 3.055 3.567 -2.399 0.1228
H 2.813 -1.256 0.174 0.0654
H 5.407 1.476 1.103 0.1352
H -0.906 2.987 -0.830 0.0745
H 3.388 2.509 4.815 0.1065
H -3.646 5.231 1.067 0.1290
H 0.478 2.664 2.479 0.0940
H 5.844 -0.097 1.797 0.1369
H -3.460 -4.088 -0.012 0.1009
H 3.421 0.175 -0.707 0.0801
H 2.790 5.993 -2.139 0.1201
H 3.100 -2.677 -4.994 0.1352
H -0.293 -0.239 2.648 0.0850
H 3.011 -0.188 -4.767 0.1359
H -1.161 4.632 3.387 0.1042
H 5.073 0.524 3.966 0.1404
H 0.823 0.433 3.792 0.1109
H -4.693 0.593 0.949 0.1073
H 1.257 -2.028 2.161 0.0534
H -1.176 5.432 -0.621 0.1043
H -0.844 2.115 3.517 0.1406
H -1.383 1.767 -2.884 0.0568
H -2.997 0.129 0.939 0.0695
H -2.534 1.484 -4.184 0.0978
H -0.888 0.883 -4.340 0.0955
H -4.208 4.521 2.584 0.1377
H 2.360 1.108 5.063 0.1052
H 1.798 2.492 4.086 0.0794
H -3.815 0.549 -0.586 0.0839
H 1.078 -3.746 2.553 0.1008
H 5.184 2.186 3.367 0.1355
H 0.217 -2.542 3.502 0.1003
H -4.768 3.520 -0.123 0.1318
```

***

(4)
Here is a molecular structure, C32H41ClGeINO5SSbW from the OMol25 dataset. Energies are from ωB97M-V/def2-TZVPD.

Summary:
LUMO energy	-10.2	eV
orbital gap	6.566	eV
spin multiplicity	1
relative energy (zero: lowest compared OMol25 entry of this formula, charge and spin)	0.0	kcal per mole
E_HOMO	-16.751	eV
total charge	+3

XYZ file:
```
85
Properties=species:S:1:pos:R:3:lowdin_charge:R:1
W -0.165 0.585 0.444 1.3066
I -4.582 2.801 -3.105 1.0380
Sb -1.794 -2.247 -1.888 1.5313
Ge 1.536 0.970 2.538 0.9984
Cl -2.137 0.652 2.163 0.7379
S -0.198 -1.641 -0.135 0.3200
O -3.046 0.721 3.207 -0.1084
O -1.368 1.901 1.905 -0.3917
O -1.027 -0.323 2.350 -0.4860
O -2.662 0.294 0.850 -0.3435
O 1.351 0.880 -0.433 -0.4888
N -1.060 2.105 -0.770 -0.1055
C -2.191 4.317 -1.976 -0.0448
C -0.984 4.429 -1.286 0.0148
C -1.557 -0.896 -3.464 -0.3746
C -2.223 1.984 -1.438 -0.1772
C -0.518 -6.698 -3.186 -0.0206
C 2.642 2.491 2.032 -0.3184
C -0.410 -0.114 -3.553 -0.1447
C 3.400 3.042 3.256 -0.2891
C 3.932 4.449 2.997 -0.2682
C -3.819 -2.820 0.234 -0.1302
C -1.233 0.788 -5.624 -0.0300
C -6.021 -1.863 0.399 -0.0229
C -5.815 -1.138 -0.767 -0.0391
C -0.435 3.303 -0.724 -0.0915
C 3.556 -0.893 3.041 -0.2650
C -0.253 0.732 -4.642 -0.0497
C 2.589 0.453 -1.028 -0.0408
C 4.765 -0.485 5.229 -0.0778
C 3.430 -0.467 4.499 -0.2876
C -1.226 -4.169 -2.404 -0.3776
C -4.609 -1.242 -1.450 -0.1260
C -2.804 3.068 -2.065 -0.6742
C 4.728 4.986 4.178 -0.0917
C -3.633 -2.093 -0.941 -0.3891
C -2.367 -0.008 -5.535 -0.0425
C 2.195 -0.863 2.314 -0.3187
C -1.521 -6.529 -2.240 -0.0355
C -1.890 -5.254 -1.836 -0.0997
C -2.537 -0.862 -4.453 -0.1086
C -5.029 -2.700 0.900 -0.0374
C 0.129 -5.602 -3.745 -0.0397
C -0.220 -4.318 -3.358 -0.1096
H -4.456 -0.666 -2.356 0.0725
H 4.107 5.065 5.071 0.0824
H 1.978 3.267 1.635 0.0608
H 3.013 0.556 4.558 0.0700
H 4.647 -0.176 6.266 0.0872
H 4.230 2.370 3.492 0.1088
H 3.373 0.532 -0.278 0.0942
H -1.103 1.441 -6.476 0.1272
H 4.266 -0.235 2.527 0.1134
H -5.200 -3.265 1.807 0.1262
H -2.688 1.008 -1.454 0.0780
H 3.091 5.114 2.779 0.1128
H -3.413 -1.498 -4.408 0.1148
H 2.709 -1.112 5.009 0.1262
H 0.642 1.333 -4.738 0.1187
H -6.964 -1.779 0.922 0.1276
H 3.338 2.218 1.238 0.0689
H 0.361 -0.178 -2.796 0.0610
H 2.313 -1.152 1.269 0.0298
H 5.574 4.340 4.413 0.0813
H 5.116 5.979 3.958 0.0833
H -2.641 5.187 -2.434 0.1269
H 3.966 -1.902 2.972 0.1321
H -6.594 -0.494 -1.153 0.1226
H 5.487 0.183 4.755 0.0800
H 0.272 -3.462 -3.805 0.1053
H -3.118 0.024 -6.313 0.1283
H 4.560 4.433 2.100 0.1168
H 1.478 -1.539 2.784 0.0788
H -2.687 -5.123 -1.117 0.0978
H -0.472 5.377 -1.205 0.1380
H -2.026 -7.389 -1.823 0.1264
H 2.754 3.057 4.140 0.1119
H 2.800 1.110 -1.869 0.1155
H -0.242 -7.696 -3.497 0.1281
H 2.459 -0.583 -1.345 0.0948
H 0.605 1.291 3.703 0.0201
H -3.047 -3.466 0.635 0.1063
H 0.900 -5.747 -4.490 0.1246
H 0.509 3.339 -0.192 0.1104
H 5.189 -1.489 5.226 0.0892
```

***

(5)
Here is a molecular structure, C32H41F6N5OSiSr from the OMol25 dataset. Energies are from ωB97M-V/def2-TZVPD.

Summary:
LUMO energy	4.2	eV
orbital gap	2.988	eV
spin multiplicity	1
E_HOMO	1.256	eV
total charge	-2

XYZ file:
```
87
Properties=species:S:1:pos:R:3:lowdin_charge:R:1
Sr -0.733 -0.034 0.383 1.2209
Si 1.807 2.852 4.486 0.3772
F -3.121 1.069 -2.456 0.1249
F -5.070 0.713 1.267 0.1313
F -4.039 -1.148 1.657 0.1470
F -4.869 1.667 -1.324 0.1309
F -5.539 -1.054 0.100 0.1061
F -4.807 -0.277 -2.284 0.1091
O -2.606 0.977 0.261 -0.3757
N -0.356 2.793 -1.574 0.1428
N 1.372 1.095 -3.119 -0.1547
N 2.232 -0.547 -0.792 0.1364
N -0.018 -1.996 -2.193 0.1123
N -0.328 -2.018 1.519 -0.2913
C -0.182 -2.437 2.859 -0.8667
C -1.399 3.280 -0.909 -0.1320
C 4.181 -2.274 -1.772 -0.0895
C -0.463 -3.966 3.033 -0.1377
C 2.986 -0.198 -1.834 -0.3043
C -0.934 -2.959 -4.172 -0.0440
C 1.261 4.671 4.650 -0.2175
C 0.896 2.378 -3.592 -0.1406
C -0.315 -0.497 -4.042 -0.0911
C -2.641 -1.236 -0.749 -0.1132
C 1.154 -0.008 -4.030 -0.1750
C -1.427 3.392 -3.618 -0.0541
C -0.367 2.855 -2.904 -0.2825
C 2.670 1.133 -2.465 -0.1359
C -4.055 0.619 -1.584 -0.5105
C 0.665 1.446 2.047 -0.2215
C -1.143 -1.700 3.837 -0.1034
C -0.638 -4.302 -2.220 -0.0637
C -0.429 -1.882 -3.461 -0.3007
C 2.405 -1.758 -0.260 -0.1407
C -2.490 3.866 -1.536 -0.0723
C 3.980 -1.022 -2.343 -0.0638
C -3.358 0.044 -0.304 -0.5539
C 1.127 2.059 3.015 -0.3365
C 1.267 -2.202 3.392 -0.1131
C -4.509 -0.364 0.678 -0.5273
C 3.359 -2.653 -0.720 -0.0670
C -0.129 -3.178 -1.589 -0.1295
C -2.509 3.914 -2.920 -0.0897
C -1.039 -4.197 -3.545 -0.0860
C 3.711 2.874 4.480 -0.2142
C 1.297 2.025 6.121 -0.2068
H -1.349 3.183 0.169 0.1041
H 0.237 -4.527 2.409 0.0356
H 0.171 4.737 4.673 0.0153
H -3.356 4.337 -3.447 0.0990
H 0.211 2.033 6.231 0.0190
H -2.105 -1.685 0.096 0.0058
H 3.460 -3.628 -0.261 0.0963
H 1.363 -2.447 4.464 0.0479
H 0.159 -3.193 -0.537 0.0627
H 4.094 1.868 4.294 0.0179
H 1.604 5.256 3.792 0.0125
H 1.955 -2.834 2.821 0.0447
H 2.601 1.875 -1.667 0.1284
H 1.527 -1.156 3.229 0.0444
H 1.662 3.137 -3.397 0.1222
H -0.741 -0.470 -5.047 0.1066
H 4.129 3.227 5.428 0.0082
H -1.478 -4.182 2.691 0.0394
H -0.981 -0.625 3.731 0.0511
H 1.619 0.981 6.141 0.0193
H 1.472 0.236 -5.063 0.1120
H -1.449 -5.050 -4.071 0.0909
H 4.583 -0.703 -3.186 0.0968
H -0.892 0.184 -3.416 0.1007
H -1.924 -0.969 -1.520 0.0398
H 1.650 5.139 5.560 0.0083
H 3.486 1.413 -3.159 0.1142
H -2.175 -1.933 3.568 0.0492
H 1.732 2.535 6.986 0.0090
H -1.418 3.397 -4.702 0.0988
H 4.085 3.518 3.680 0.0124
H 0.733 2.359 -4.679 0.1131
H -1.252 -2.836 -5.201 0.0960
H 1.719 -1.988 0.570 0.0553
H 1.776 -0.834 -3.694 0.1015
H -0.969 -1.993 4.885 0.0481
H -0.357 -4.294 4.084 0.0407
H 4.955 -2.936 -2.141 0.0897
H -3.316 4.251 -0.954 0.1056
H -3.343 -1.962 -1.154 0.1104
H -0.737 -5.235 -1.681 0.0945
```

***

What is the formula in the fifth record? C32H41F6N5OSiSr

***

Which value of spin multiplicity does entry 3 give? 6